The following is a quantum chemistry calculation of 2 unconnected molecules or ions with the total composition C4H14N2 in a non-equilibrium geometry, from the OMol25 dataset.

Each line ends with the Mulliken charge.
Cartesian coordinates (Å):
C (1.746, 2.952, -0.983)  -1.155
C (2.385, 1.563, -0.640)  -0.179
N (1.209, 0.680, -0.332)  -0.548
H (2.537, 3.517, -1.450)  0.338
H (1.443, 3.431, -0.092)  0.347
H (0.783, 2.775, -1.544)  0.315
H (2.956, 1.491, 0.293)  0.263
H (3.033, 0.961, -1.526)  0.209
H (0.442, 1.269, -0.037)  0.217
H (1.505, 0.108, 0.387)  0.205
C (-1.614, -0.634, 1.024)  -0.538
N (-2.443, -1.804, 0.526)  -0.378
C (-1.755, -3.034, -0.004)  -0.783
H (-1.604, 0.089, 0.250)  0.177
H (-0.547, -0.994, 1.232)  0.117
H (-2.003, -0.282, 1.983)  0.341
H (-3.167, -2.097, 1.164)  0.234
H (-2.675, -3.707, -0.112)  0.278
H (-1.157, -2.685, -0.820)  0.304
H (-1.072, -3.601, 0.683)  0.238

Cartesian forces, eV/Å:
C 0.829 -2.124 -0.765
C -0.807 -2.083 -1.340
N 0.190 1.374 -2.154
H -0.410 0.672 -0.612
H -0.110 0.578 1.219
H 1.408 0.318 -0.096
H 0.610 0.948 -0.524
H -1.664 2.174 2.132
H -0.033 -0.244 0.295
H 0.039 -1.594 1.823
C 0.563 -3.205 0.588
N 1.064 0.032 0.256
C -1.905 0.376 2.098
H 0.104 0.955 -0.434
H -1.240 0.558 -0.310
H -0.090 0.231 -0.337
H 0.192 0.294 0.286
H 1.736 0.560 -1.000
H -0.107 -0.533 -1.073
H -0.368 0.713 -0.051

The total energy comes out at -7353.1365 eV. The HOMO energy is -8.5 eV. As for the orbital gap: 9.5 eV. The SMILES is CCN.CNC. The value obtained for the LUMO energy is 1.03 eV. Its energy above the lowest of the compared OMol25 structures with the same formula, charge and spin is 45.7 kcal per mole.



The following is a quantum chemistry calculation of 3 unconnected molecules or ions with the total composition C8H19FN2O6S in a non-equilibrium geometry, from the OMol25 dataset.

Each line ends with the Mulliken charge.
Cartesian coordinates (Å):
C (1.218, -0.233, -0.440)  -1.024
C (0.217, -0.026, 0.692)  0.328
O (0.438, -0.330, 1.793)  -0.447
N (-1.051, 0.627, 0.362)  0.572
N (-1.010, 1.384, -0.812)  -0.306
S (-1.631, 2.931, -0.693)  1.193
O (-2.266, 3.306, -1.905)  -0.589
O (-0.537, 3.790, -0.423)  -0.600
F (-2.608, 3.037, 0.539)  -0.193
C (-2.214, -0.207, 0.520)  0.436
C (-3.133, -0.642, -0.628)  -1.128
O (-2.452, -0.612, 1.590)  -0.468
H (0.819, -0.868, -1.265)  0.305
H (2.144, -0.648, -0.035)  0.339
H (1.414, 0.758, -0.885)  0.354
H (-1.295, 0.901, -1.663)  0.296
H (-4.024, -0.002, -0.672)  0.283
H (-2.624, -0.737, -1.603)  0.295
H (-3.486, -1.651, -0.376)  0.381
C (0.100, 1.897, 4.524)  -0.828
C (1.231, 0.963, 4.910)  -0.123
O (2.139, 1.613, 5.800)  -0.545
H (0.494, 2.796, 4.047)  0.250
H (-0.593, 1.408, 3.837)  0.133
H (-0.454, 2.220, 5.410)  0.396
H (1.792, 0.660, 4.028)  0.174
H (0.842, 0.063, 5.396)  0.241
H (1.643, 1.872, 6.583)  0.303
C (1.997, -3.218, -4.955)  -1.120
C (1.069, -2.544, -3.963)  -0.209
O (1.807, -1.993, -2.872)  -0.493
H (2.565, -4.011, -4.466)  0.285
H (1.436, -3.648, -5.786)  0.347
H (2.721, -2.503, -5.354)  0.342
H (0.362, -3.264, -3.551)  0.293
H (0.503, -1.741, -4.448)  0.259
H (2.426, -1.349, -3.236)  0.268

Cartesian forces, eV/Å:
C -0.718 0.672 -0.519
C 0.642 0.725 -2.198
O 0.133 -0.897 2.593
N -0.073 -0.273 -1.168
N -1.175 -0.118 0.262
S 2.211 2.512 -1.550
O -1.591 -1.440 -0.022
O 0.351 -0.259 1.684
F 0.343 -1.023 -0.810
C -0.230 0.188 -1.287
C 0.512 0.018 -0.470
O -0.389 -0.961 2.678
H 0.282 0.339 0.726
H -0.347 -0.008 -0.046
H 0.096 -0.408 0.119
H -0.290 0.310 0.095
H 0.394 0.009 -0.224
H -0.347 0.355 0.222
H 0.187 0.379 0.155
C -0.056 0.006 -0.104
C -0.225 0.238 0.287
O 0.185 -0.060 -0.071
H 0.030 -0.058 -0.041
H -0.007 0.005 0.027
H -0.045 -0.083 -0.007
H 0.103 0.014 0.097
H -0.048 -0.074 -0.167
H 0.048 -0.007 -0.062
C 0.009 -0.074 -0.005
C 0.347 0.163 -0.187
O -0.147 -0.107 -0.043
H -0.080 -0.020 0.010
H 0.039 0.022 -0.016
H -0.081 0.023 -0.071
H 0.044 0.071 0.139
H -0.107 -0.107 -0.071
H 0.001 -0.074 0.047

The total energy comes out at -37419.4302 eV. The HOMO energy is -9.9 eV. As for the orbital gap: 9.9 eV. The SMILES is CC(=O)N(NS(=O)(=O)F)C(C)=O.CCO.CCO. The value obtained for the LUMO energy is 0.01 eV. Its energy above the lowest of the compared OMol25 structures with the same formula, charge and spin is 33.9 kcal per mole.



The following is a quantum chemistry calculation of C5H7N in the gas phase in a non-equilibrium geometry, from the OMol25 dataset.

Each line ends with the Mulliken charge.
Cartesian coordinates (Å):
C (-0.819, 1.091, 0.042)  -0.389
C (-0.769, 0.187, -1.171)  -0.408
C (0.356, -0.562, -1.060)  -0.428
C (1.175, -0.285, 0.155)  0.002
C (0.399, -0.712, 1.271)  -0.464
H (-1.676, 0.752, 0.669)  0.272
H (-0.808, 2.146, -0.140)  0.285
H (-1.374, 0.229, -2.048)  0.421
H (0.557, -1.277, -1.947)  0.298
H (2.276, -0.152, 0.186)  0.318
H (-0.510, -1.288, 1.011)  0.234
H (0.848, -0.816, 2.190)  0.283
N (0.345, 0.687, 0.841)  -0.423

Cartesian forces, eV/Å:
C -0.614 -2.145 0.685
C 2.674 -0.029 0.955
C -0.572 -0.612 -3.887
C 0.445 0.365 -2.214
C -2.562 0.078 -0.121
H 0.045 0.912 -0.406
H -0.165 0.557 -0.102
H -0.619 -0.209 -0.156
H 0.209 1.042 1.851
H -0.889 -0.276 -0.325
H 0.762 0.010 0.579
H 0.685 -0.511 2.100
N 0.602 0.818 1.041

The total energy comes out at -6786.0302 eV. The HOMO energy is -8.7 eV. As for the orbital gap: 10.0 eV. The SMILES is C1=C[C@@H]2CN2C1. The value obtained for the LUMO energy is 1.22 eV. Its energy above the lowest of the compared OMol25 structures with the same formula, charge and spin is 57.2 kcal per mole.